# C2H3N4O

C2H3N4O as an isolated structure at a distorted geometry (wB97M-V/def2-TZVPD, the Open Molecules 2025 dataset).

The geometry in XYZ format:
```
10
Properties=species:S:1:pos:R:3:nbo_charge:R:1
C -0.90999 0.09328 -2.06317 0.07
C -0.30556 -0.02436 -0.16804 0.43
N -0.19763 -0.75456 -1.27440 -0.66
N -1.46211 1.10949 -1.43495 -0.38
N -0.94961 1.07262 -0.18014 -0.45
N 0.76500 -0.77538 1.84507 -0.34
O 1.68720 0.23827 2.18347 -0.60
H -1.30559 -0.31752 -3.07233 0.15
H 1.46718 0.62068 3.06166 0.46
H 1.21111 -1.26252 1.10283 0.31
```

Calculated values
Net charge: -1
ΔE to the lowest compared entry with this formula, charge and spin, kJ/mol: 443.5
2S+1: 1
Gap between HOMO and LUMO (alpha / beta), eV: 8.110 / 8.404



# C2H3N4S

An isolated ion of composition C2H3N4S and charge +1 at a distorted geometry (wB97M-V/def2-TZVPD, the Open Molecules 2025 dataset).

The geometry in XYZ format:
```
10
Properties=species:S:1:pos:R:3:nbo_charge:R:1
C -1.94876 -1.16262 0.04702 0.17
C 0.65786 -0.11143 -0.20271 0.21
N -1.76773 -0.31550 0.92390 -0.26
N -0.93390 0.46362 1.42697 0.21
N 0.19827 0.66970 0.82438 -0.36
N 1.58020 0.36200 -0.96505 -0.68
S -2.51896 -2.30382 -0.80904 0.45
H 0.80562 1.31779 1.34088 0.42
H 1.96948 -0.23393 -1.68440 0.44
H 1.95792 1.31419 -0.90196 0.40
```

Calculated values
Net charge: +1
ΔE to the lowest compared entry with this formula, charge and spin, kJ/mol: 155.0
2S+1: 1
Gap between HOMO and LUMO (alpha / beta), eV: 7.172 / 7.170



# C2H3N5O

A single C2H3N5O molecule at a distorted geometry (wB97M-V/def2-TZVPD, the Open Molecules 2025 dataset).

The geometry in XYZ format:
```
11
Properties=species:S:1:pos:R:3:nbo_charge:R:1
C 0.65877 -0.49896 0.09458 -0.05
C -0.55993 0.31803 -0.13476 0.26
H 3.55448 -0.84563 -0.44383 0.49
H 0.55242 -1.38916 0.75723 0.20
H -1.54835 -0.23086 1.64365 0.43
N 1.78669 -0.25424 -0.54816 -0.04
N -0.79124 1.18684 -1.11928 -0.26
N -2.03067 1.59633 -0.88913 -0.06
N -2.57493 1.14677 0.20099 -0.06
N -1.64148 0.26091 0.64342 -0.37
O 2.59423 -1.29003 -0.20471 -0.54
```

Calculated values
Net charge: 0
ΔE to the lowest compared entry with this formula, charge and spin, kJ/mol: 417.1
2S+1: 1
Gap between HOMO and LUMO, eV: 9.791



# C2H3N5O

C2H3N5O as an isolated structure at a distorted geometry (wB97M-V/def2-TZVPD, the Open Molecules 2025 dataset).

The geometry in XYZ format:
```
11
Properties=species:S:1:pos:R:3:nbo_charge:R:1
C -2.07293 1.16985 0.92262 0.59
C -0.09192 -0.10630 -0.03560 0.53
H -1.06440 2.17685 1.07398 0.03
H 2.70093 -1.40467 -0.51756 0.43
H 0.09764 -2.29616 -0.57195 0.48
N -1.28039 0.07647 0.60899 -0.64
N 0.84661 0.94109 -0.58811 -0.22
N 1.94237 0.36205 -0.81714 0.04
N 1.77391 -0.97607 -0.73516 -0.28
N 0.47076 -1.23415 -0.33536 -0.41
O -3.32258 1.29104 0.99529 -0.56
```

Calculated values
Net charge: 0
ΔE to the lowest compared entry with this formula, charge and spin, kJ/mol: 548.9
2S+1: 1
Gap between HOMO and LUMO, eV: 8.468



# C2H3NO

A 2-piece molecular cluster, C2H3NO overall at a distorted geometry (wB97M-V/def2-TZVPD, the Open Molecules 2025 dataset).

The geometry in XYZ format:
```
7
Properties=species:S:1:pos:R:3:nbo_charge:R:1
C -1.60710 0.24908 -0.20468 -0.25
C -2.66017 -0.21955 0.09857 -0.23
H -0.69710 0.65360 -0.65980 0.24
H -3.55066 -0.61508 0.48465 0.23
H 1.41285 0.76829 1.05785 0.24
N 1.61676 0.49414 0.02936 -0.01
O 2.14015 -0.55537 -0.05644 -0.22
```

Calculated values
Net charge: 0
ΔE to the lowest compared entry with this formula, charge and spin, kJ/mol: 473.0
2S+1: 1
Gap between HOMO and LUMO, eV: 9.311



# C2H3NO

A 2-piece molecular cluster, C2H3NO overall at a distorted geometry (wB97M-V/def2-TZVPD, the Open Molecules 2025 dataset).

The geometry in XYZ format:
```
7
Properties=species:S:1:pos:R:3:nbo_charge:R:1
C 0.35318 -0.36108 0.30440 -0.03
C 1.66540 -0.00529 -0.15512 0.58
N -0.43509 -1.12984 -0.30628 -0.56
O 2.80580 -0.15632 0.03097 -0.44
H 0.11933 0.20865 1.22371 0.19
H 1.12906 1.16477 -1.36282 -0.10
H -1.36895 -1.20146 0.08670 0.36
```

Calculated values
Net charge: 0
ΔE to the lowest compared entry with this formula, charge and spin, kJ/mol: 331.9
2S+1: 1
Gap between HOMO and LUMO, eV: 9.225



# C2H3NO

A 2-piece molecular cluster, C2H3NO overall at a distorted geometry (wB97M-V/def2-TZVPD, the Open Molecules 2025 dataset).

The geometry in XYZ format:
```
7
Properties=species:S:1:pos:R:3:nbo_charge:R:1
C 0.57834 -2.99966 -1.24981 0.31
C 0.51675 0.10284 -0.05236 -0.32
N 0.90595 -4.09267 -1.33303 -0.47
O 0.31204 -0.63178 -1.15530 -0.20
H 0.95922 1.09540 -0.33892 0.24
H 1.12712 -0.29993 0.77648 0.24
H -0.44041 0.12452 0.35277 0.20
```

Calculated values
Net charge: 0
ΔE to the lowest compared entry with this formula, charge and spin, kJ/mol: 663.9
2S+1: 1
Gap between HOMO and LUMO (alpha / beta), eV: 7.140 / 6.889



# C2H3NO

A 2-piece molecular cluster, C2H3NO overall at a distorted geometry (wB97M-V/def2-TZVPD, the Open Molecules 2025 dataset).

The geometry in XYZ format:
```
7
Properties=species:S:1:pos:R:3:nbo_charge:R:1
C -0.27532 -1.01615 -1.23012 0.08
C 0.18854 0.80667 0.95004 0.27
N -0.02604 -1.05374 -2.34337 -0.31
O 0.71651 0.84602 -0.11862 -0.47
H -0.60254 -1.23990 -0.25601 0.21
H -0.33137 1.71291 1.39658 0.12
H 0.33023 -0.05581 1.60151 0.11
```

Calculated values
Net charge: 0
ΔE to the lowest compared entry with this formula, charge and spin, kJ/mol: 188.6
2S+1: 1
Gap between HOMO and LUMO, eV: 10.842



# C2H3NO

A single C2H3NO molecule at a distorted geometry (wB97M-V/def2-TZVPD, the Open Molecules 2025 dataset).

The geometry in XYZ format:
```
7
Properties=species:S:1:pos:R:3:nbo_charge:R:1
C 0.05901 0.16769 -0.30124 0.47
C 0.28900 0.41987 0.93481 -0.22
N -1.00050 -0.37204 0.32005 -0.69
O 0.56477 -0.39438 -1.58721 -0.66
H 1.18413 0.23571 -1.93891 0.48
H 0.24576 1.12622 1.67854 0.22
H -1.34218 -1.18306 0.89396 0.40
```

Calculated values
Net charge: 0
ΔE to the lowest compared entry with this formula, charge and spin, kJ/mol: 503.0
2S+1: 1
Gap between HOMO and LUMO, eV: 8.331



# C2H3NO

A 2-piece molecular cluster, C2H3NO overall at a distorted geometry (wB97M-V/def2-TZVPD, the Open Molecules 2025 dataset).

The geometry in XYZ format:
```
7
Properties=species:S:1:pos:R:3:nbo_charge:R:1
O -1.03188 0.08996 -0.90134 -0.52
C -1.10627 -0.78370 -0.06806 0.29
C 2.52083 0.89740 0.52511 0.27
N 1.43932 1.07007 0.09850 -0.76
H 0.51987 1.09298 -0.32663 0.46
H -1.73316 -1.67671 -0.23138 0.13
H -0.54026 -0.72755 0.87970 0.13
```

Calculated values
Net charge: 0
ΔE to the lowest compared entry with this formula, charge and spin, kJ/mol: 174.3
2S+1: 1
Gap between HOMO and LUMO, eV: 11.292



# C2H3NO2

An isolated ion of composition C2H3NO2 and charge -1 at a distorted geometry (wB97M-V/def2-TZVPD, the Open Molecules 2025 dataset).

The geometry in XYZ format:
```
8
Properties=species:S:1:pos:R:3:mulliken_spin:R:1
O -0.50180 -0.02141 1.60777 0.06
C -1.13374 0.23193 0.58757 0.39
N -0.64096 0.07652 -0.69263 -0.15
C 0.70896 -0.29302 -0.99302 0.50
O 1.73452 -0.02168 -0.32223 0.21
H -2.17846 0.59944 0.58487 0.00
H -1.18365 0.21606 -1.52951 -0.02
H 0.82394 -0.86972 -1.93126 0.01
```

Calculated values
Net charge: -1
2S+1: 2
Gap between HOMO and LUMO (alpha / beta), eV: 4.061 / 8.060



# C2H3NO2

A single C2H3NO2 molecule (wB97M-V/def2-TZVPD, the Open Molecules 2025 dataset).

The geometry in XYZ format:
```
8
Properties=species:S:1:pos:R:3:nbo_charge:R:1
C 0.61188 0.27226 -0.11880 0.44
C -0.81153 -0.01773 0.08242 0.41
O 1.26332 -0.85978 -0.61478 -0.71
N -1.87455 -0.12489 0.64300 -0.57
O 1.04675 1.42036 -0.28173 -0.67
H 2.13174 -0.53572 -0.89326 0.50
H -2.72672 -0.12573 0.08566 0.41
H 0.35910 -0.02877 1.09749 0.19
```

Calculated values
Net charge: 0
ΔE to the lowest compared entry with this formula, charge and spin, kJ/mol: 375.3
2S+1: 1
Gap between HOMO and LUMO, eV: 9.353



> What is the formula in the twelfth record?

C2H3NO2